DFT (ωB97M-V/def2-TZVPD) results for C27H22N5O4RuS4 as an isolated structure at a distorted geometry.

Structure (XYZ):
```
63
Properties=species:S:1:pos:R:3:forces:R:3
Ru -0.355830 -0.270529 0.190874 -0.186 -0.366 -1.674
O -5.608875 0.165491 4.834761 0.038 -0.049 -0.081
C -4.727250 -0.084315 4.056554 0.000 -0.001 0.068
S -4.887921 0.046722 2.296846 -0.034 0.102 -0.052
C -3.244845 -0.425655 1.893693 -0.308 -0.043 0.167
C -2.437754 -0.734321 2.917673 -0.192 0.021 0.313
S -0.822940 -1.269633 2.726954 0.533 -0.096 -0.424
S -3.103337 -0.608098 4.539145 0.043 0.095 0.006
S -2.805032 -0.452515 0.230947 1.234 0.199 -0.428
C 3.733138 0.254889 -1.323691 -0.044 -0.032 -0.047
C 2.861595 -0.137361 -0.164764 0.122 -0.197 0.072
O 1.908678 -0.919339 -0.300106 -0.325 0.529 0.067
N 3.230881 0.334577 1.034521 0.063 -0.160 0.103
C 2.445993 0.080836 2.226699 -0.028 0.092 -0.007
C 1.490819 1.189424 2.592358 -0.113 -0.042 -0.015
C 1.828854 2.163762 3.519026 -0.022 0.017 0.119
C 0.881681 3.101862 3.893312 -0.063 0.018 -0.011
C -0.378632 3.049121 3.315684 0.102 0.007 0.021
C -0.630366 2.065603 2.376794 -0.018 -0.001 0.016
N 0.281730 1.156085 2.029196 0.031 0.148 -0.234
H 3.511810 -0.387830 -2.172023 0.005 -0.009 0.025
H 4.789227 0.179071 -1.064447 -0.017 0.012 -0.015
H 3.504450 1.288149 -1.583060 0.000 0.017 0.011
H 3.831091 1.142771 1.034194 0.019 0.017 -0.021
H 3.127860 -0.110140 3.054473 -0.021 0.014 0.053
H 1.857831 -0.814026 2.040327 0.056 -0.113 0.064
H 2.817949 2.172865 3.960615 -0.023 -0.048 -0.019
H 1.114789 3.851999 4.638334 0.018 0.009 -0.040
H -1.153555 3.755047 3.582018 -0.004 -0.040 0.008
H -1.595873 1.986457 1.888390 0.013 -0.058 0.022
C -0.274465 -4.926325 0.322407 0.066 0.033 -0.058
C -0.287751 -3.564238 0.657533 0.130 -0.242 -0.130
N -0.310117 -2.605952 -0.243334 -0.197 0.377 0.998
C -0.324119 -2.949654 -1.541219 -0.003 0.014 -0.070
C -0.310089 -4.279159 -1.975620 0.004 -0.067 -0.051
C -0.277611 -5.284484 -0.996471 -0.020 -0.073 0.017
C -0.339333 -4.570374 -3.380001 0.000 -0.026 0.054
C -0.382166 -3.576172 -4.286999 0.008 0.022 -0.022
C -0.393271 -2.204268 -3.867400 0.014 0.040 -0.049
C -0.441178 -1.138513 -4.779558 -0.008 -0.055 -0.079
C -0.459651 0.144235 -4.309303 0.079 -0.049 0.001
C -0.412851 0.362393 -2.927530 -0.049 -0.004 -0.192
N -0.363757 -0.620846 -2.050961 -0.337 0.365 1.131
C -0.361670 -1.892909 -2.502928 0.036 -0.021 -0.149
H -0.260475 -5.667425 1.109527 0.014 0.027 0.004
H -0.287127 -3.256526 1.693474 -0.094 0.022 -0.012
H -0.256232 -6.325647 -1.296480 -0.034 0.019 -0.008
H -0.334997 -5.608384 -3.689217 0.005 0.017 -0.006
H -0.413052 -3.791717 -5.347900 0.005 0.015 0.012
H -0.462495 -1.347557 -5.842700 -0.028 0.005 0.016
H -0.504539 0.989402 -4.981525 0.002 0.016 0.045
H -0.406688 1.359858 -2.524893 -0.032 -0.049 -0.044
O 1.976713 2.432162 -0.128143 0.091 -0.024 -0.087
C 0.820297 2.765603 -0.325323 -0.128 -0.023 -0.057
C 0.383420 4.221350 -0.362782 -0.050 0.018 -0.060
C -1.111607 4.151300 -0.613519 0.164 0.041 0.031
C -1.398785 2.657795 -0.719901 0.070 0.188 0.054
O -2.495836 2.210849 -0.942392 0.047 0.037 -0.297
N -0.230277 1.914284 -0.536400 -0.592 -0.595 0.955
H 0.939743 4.740774 -1.142912 0.026 -0.002 0.009
H 0.647731 4.681833 0.589328 0.046 -0.025 0.006
H -1.429443 4.649601 -1.527990 -0.056 -0.023 -0.006
H -1.704460 4.557756 0.205806 -0.058 -0.023 -0.021
```
Forces are in eV/Å.

Values from the calculation:
Expectation value of S²: 0.778
Orbital gap (alpha / beta), eV: 5.661 / 5.444
Max |F|, eV/Å: 1.7
Total energy, eV: -89921.690
Energy relative to the best compared isomer or geometry (same formula, charge and spin), kJ/mol: 295.9
2S+1: 2

Results of the Mulliken charge analysis, in e, for atoms 1 through 8:
1 Ru 0.860
2 O -0.580
3 C 0.605
4 S -0.153
5 C 0.184
6 C 0.037
7 S -0.556
8 S -0.177